Entry 1:
Below is a cluster of 2 separate species, F5N2 in total, with properties calculated with ωB97M-V/def2-TZVPD.

Values from the calculation:
molecular weight = 123.00 u
2S+1 = 1
total charge = +1
relative energy (zero: lowest compared OMol25 entry of this formula, charge and spin) = 4.169 eV
orbital gap (alpha / beta) = 7.359 / 7.249 eV
electronic energy = -607.9499 Eh
HOMO (alpha / beta) = -18.286 / -18.164 eV

```
7
F5N2 (ωB97M-V/def2-TZVPD)
N 0.86349 -0.06556 0.14852
N -0.38556 0.31278 0.14982
F 1.18864 -1.19367 0.78599
F 1.61746 0.03747 -0.87263
F -0.51611 1.52474 -0.25822
F -1.74305 -0.76125 -1.21435
F -1.02486 0.14549 1.26086
```

***

Entry 2:
Below is a cluster of 11 separate species, C44H58N8O9 in total, with properties calculated with ωB97M-V/def2-TZVPD.

Values from the calculation:
molecular weight = 843.00 u
2S+1 = 1
total charge = 0
relative energy (zero: lowest compared OMol25 entry of this formula, charge and spin) = 1.418 eV
orbital gap = 7.745 eV
electronic energy = -2826.5646 Eh
SMILES = C[C@H]1COC(=O)O1.C[C@H]1COC(=O)O1.C[C@H]1COC(=O)O1.c1cc[nH]c1.c1cc[nH]c1.c1cc[nH]c1.c1cc[nH]c1.c1cc[nH]c1.c1cc[nH]c1.c1cc[nH]c1.c1cc[nH]c1
HOMO = -7.623 eV

```
119
C44H58N8O9 (ωB97M-V/def2-TZVPD)
C -2.78507 4.68758 1.18334
C -2.41013 3.99663 2.47526
C -3.62765 3.78004 3.41185
O -3.35124 2.46779 3.90497
C -2.44057 1.85124 3.17036
O -2.07473 0.72788 3.31982
O -1.97334 2.66528 2.20410
H -3.43480 4.08002 0.55747
H -1.90646 4.99496 0.61358
H -3.25896 5.65208 1.38890
H -1.66375 4.56876 3.02719
H -4.58408 3.70232 2.89410
H -3.65254 4.56954 4.15705
C 3.64466 -3.73906 -0.47061
C 4.18269 -3.09493 0.80358
C 3.17267 -3.18998 1.94161
O 4.03787 -3.43966 3.05832
C 5.18855 -3.95226 2.62291
O 6.02387 -4.40312 3.33825
O 5.32656 -3.79826 1.27051
H 4.36656 -3.71762 -1.28725
H 2.77761 -3.19115 -0.84184
H 3.34127 -4.76976 -0.27949
H 4.33870 -2.03569 0.58787
H 2.42819 -3.97817 1.81536
H 2.63227 -2.25205 2.05098
C -2.08586 0.43584 -0.36511
C -0.80659 0.24724 0.44578
C -0.57966 -1.12922 1.09390
O 0.58822 -1.62903 0.44273
C 1.16552 -0.65327 -0.29659
O 2.20634 -0.76604 -0.84662
O 0.34799 0.40582 -0.36789
H -2.02099 1.38331 -0.90209
H -2.90574 0.51265 0.35105
H -2.25671 -0.38604 -1.06102
H -0.90371 1.00847 1.22247
H -1.37604 -1.82778 0.84506
H -0.47015 -1.05339 2.17409
N -0.96832 4.09958 -3.21013
C -1.42478 5.25296 -2.64296
C -2.74133 5.02847 -2.29189
C -3.04864 3.69377 -2.58346
C -1.91890 3.12768 -3.16626
H -0.00153 3.94389 -3.44897
H -0.81351 6.13952 -2.65957
H -3.45589 5.71293 -1.85969
H -3.99243 3.22146 -2.36385
H -1.71482 2.13889 -3.53807
N -3.87059 -2.73904 1.14084
C -4.88414 -2.91686 0.23982
C -5.78042 -1.87991 0.40662
C -5.26087 -1.00955 1.41130
C -4.05650 -1.55780 1.77127
H -3.15727 -3.42563 1.34089
H -4.76958 -3.65641 -0.53433
H -6.68523 -1.68644 -0.14793
H -5.67166 -0.06426 1.71887
H -3.28326 -1.20666 2.44098
N -3.44966 -4.72791 -2.85945
C -2.33700 -5.41342 -2.46739
C -1.31306 -4.47533 -2.42601
C -1.83914 -3.23226 -2.78366
C -3.16973 -3.40602 -3.07061
H -4.38791 -5.08723 -2.82358
H -2.41091 -6.46924 -2.27019
H -0.27859 -4.65597 -2.17232
H -1.29202 -2.30569 -2.84954
H -3.91568 -2.71416 -3.42100
N 1.16458 0.08363 3.32549
C 0.75224 -1.00576 4.03887
C 1.85309 -1.83520 4.12041
C 2.94181 -1.23801 3.43705
C 2.45878 -0.05568 2.91789
H 0.59852 0.86512 3.04319
H -0.27087 -1.08337 4.36180
H 1.92858 -2.82825 4.53867
H 3.93330 -1.62917 3.28893
H 2.90881 0.73369 2.33691
N 0.01931 4.94518 0.35461
C 0.02383 3.61730 0.63572
C 1.30478 3.29602 1.01792
C 2.09966 4.47269 0.98724
C 1.26960 5.47327 0.54227
H -0.78975 5.46631 0.06630
H -0.82724 2.96906 0.72834
H 1.65791 2.33836 1.37213
H 3.15288 4.57441 1.18424
H 1.47088 6.52948 0.47317
N -1.74583 -5.29966 0.84777
C -0.77789 -4.46330 1.32866
C -0.95475 -4.24062 2.65511
C -2.13783 -4.92913 3.01178
C -2.60443 -5.58600 1.89353
H -1.90996 -5.47615 -0.13411
H -0.04174 -4.06192 0.64850
H -0.31219 -3.59601 3.23450
H -2.60039 -5.02388 3.98131
H -3.50195 -6.16178 1.74421
N 4.95207 1.04509 -4.05218
C 6.28000 0.83986 -4.27532
C 6.73945 0.13986 -3.17352
C 5.66110 -0.18754 -2.36560
C 4.52582 0.33308 -2.96763
H 4.35380 1.51120 -4.71085
H 6.75097 1.30718 -5.12264
H 7.75728 -0.15139 -2.95351
H 5.64273 -0.72466 -1.43239
H 3.48669 0.27515 -2.69759
N 1.66904 3.00406 -2.16376
C 1.50713 1.98723 -3.07619
C 1.87999 2.40096 -4.31916
C 2.41251 3.70386 -4.14186
C 2.31641 4.02673 -2.81438
H 1.45435 2.93932 -1.17799
H 1.06234 1.09629 -2.65738
H 1.78760 1.83271 -5.22965
H 2.74467 4.40167 -4.89543
H 2.64487 4.90839 -2.28902
```

***

Entry 3:
Below is an isolated molecule of C2H3NO2, with properties calculated with ωB97M-V/def2-TZVPD.

Values from the calculation:
molecular weight = 73.05 u
2S+1 = 1
total charge = 0
relative energy (zero: lowest compared OMol25 entry of this formula, charge and spin) = 4.290 eV
orbital gap = 9.923 eV
electronic energy = -283.1003 Eh
SMILES = C=CON=O
HOMO = -10.112 eV

```
8
C2H3NO2 (ωB97M-V/def2-TZVPD)
C 1.06593 0.50703 -0.07457
C 0.43506 -0.64775 0.05414
N -1.59136 0.44453 -0.04334
O -2.79684 0.38829 -0.04024
O -0.96110 -0.76871 0.03108
H 2.15595 0.18227 -0.08647
H 0.73211 1.49666 -0.14602
H 0.96026 -1.60231 0.30541
```

***

Entry 4:
Below is a cluster of 2 separate species, C29H40F6N4P in total, with properties calculated with ωB97M-V/def2-TZVPD.

Values from the calculation:
molecular weight = 589.63 u
2S+1 = 1
total charge = +1
orbital gap = 3.819 eV
electronic energy = -2288.3794 Eh
HOMO = -8.448 eV

```
80
C29H40F6N4P (ωB97M-V/def2-TZVPD)
C -6.46822 -0.50760 -0.62071
N -5.77343 0.53709 0.09063
C -6.13747 1.90293 -0.28041
C -5.14117 2.40994 -1.27893
F -5.37404 3.67476 -1.72096
F -3.87702 2.38196 -0.73360
F -5.10192 1.57718 -2.37446
C -4.83201 0.27048 1.03492
C -4.47373 1.23337 2.02119
C -3.45735 0.96298 2.90555
C -2.67141 -0.21946 2.82138
C -1.63649 -0.43828 3.75807
C -0.64721 -1.44810 3.60304
C -0.20600 -2.21051 4.72314
C 0.68197 -3.25044 4.58550
C 1.31884 -3.46478 3.33636
N 2.25518 -4.45038 3.18000
C 3.42419 -4.25471 2.36748
C 2.15351 -5.72394 3.87842
C 1.35352 -6.66281 3.01310
F 1.19499 -7.91872 3.50841
F 0.09984 -6.12613 2.80872
F 1.93276 -6.76939 1.76724
C 0.95590 -2.65695 2.22331
C -0.06985 -1.73977 2.32924
C -3.04049 -1.18595 1.82316
C -4.13170 -0.96644 1.00684
H -6.66907 -1.35829 0.04939
H -7.42417 -0.10835 -0.98464
H -5.88784 -0.87413 -1.48407
H -7.12125 1.87375 -0.76108
H -6.11527 2.57215 0.58058
H -5.04064 2.16551 2.09270
H -3.24626 1.67141 3.70715
H -1.72530 0.05593 4.72604
H -0.64767 -2.00844 5.69774
H 0.94392 -3.89856 5.42568
H 3.79126 -3.22268 2.48160
H 4.20686 -4.94601 2.70076
H 3.21797 -4.42999 1.30135
H 3.15750 -6.13908 4.00514
H 1.61734 -5.62608 4.82439
H 1.45525 -2.85066 1.26970
H -0.43627 -1.22848 1.43946
H -2.49662 -2.12633 1.74196
H -4.45443 -1.72793 0.29789
C 2.27503 1.32791 7.73804
C 2.10356 2.31689 6.59023
C 2.96595 3.55527 6.85602
C 2.53973 1.66643 5.28104
N 0.67097 2.68416 6.47332
P -0.09642 3.04595 4.96458
H -0.75247 1.74739 4.66139
N -1.34736 3.89481 5.81077
C -2.21051 4.92631 5.18050
C -3.60140 4.85856 5.80320
C -2.29303 4.64609 3.68447
C -1.63023 6.32911 5.39220
C -1.11001 3.93852 7.16322
C 0.01952 3.26439 7.53282
H 1.58486 0.48208 7.62587
H 3.30364 0.94265 7.71947
H 2.10757 1.80072 8.71328
H 2.87000 4.29659 6.05096
H 2.70819 4.03603 7.80860
H 4.02028 3.24960 6.91220
H 2.52303 2.37669 4.44497
H 3.57250 1.31350 5.40349
H 1.91540 0.79789 5.03713
H -3.59887 5.20545 6.84411
H -4.27857 5.50776 5.23093
H -3.99251 3.83306 5.76984
H -1.32203 4.77757 3.19069
H -2.67110 3.63847 3.47740
H -2.99839 5.36233 3.24114
H -0.62720 6.42178 4.95379
H -2.28419 7.06271 4.89939
H -1.57540 6.59544 6.45551
H -1.76583 4.50759 7.81258
H 0.43348 3.19341 8.53219
```

***

Entry 5:
Below is a cluster of 16 separate species, C48H128O16 in total, with properties calculated with ωB97M-V/def2-TZVPD.

Values from the calculation:
molecular weight = 961.54 u
2S+1 = 2
total charge = +1
expectation value of S² = 0.754
orbital gap (alpha / beta) = 9.213 / 2.768 eV
electronic energy = -3109.0672 Eh
HOMO (alpha / beta) = -11.012 / -11.012 eV

```
192
C48H128O16 (ωB97M-V/def2-TZVPD)
C 5.81059 1.53044 0.36028
C 5.44051 1.55942 -1.11391
C 4.13853 0.80430 -1.38122
O 5.21521 2.92581 -1.44236
H 5.01687 1.90128 1.00881
H 6.64672 2.19696 0.57178
H 6.04633 0.52314 0.70359
H 6.27836 1.24491 -1.73616
H 3.43800 0.77256 -0.54674
H 4.36305 -0.23141 -1.63613
H 3.63153 1.16619 -2.27569
H 4.47410 3.19649 -0.89548
C -3.22407 -6.03023 -1.61007
C -1.71558 -6.05867 -1.87731
C -1.21440 -4.70248 -2.38240
O -1.07931 -6.22310 -0.63164
H -3.67436 -6.06183 -2.60222
H -3.57979 -5.19214 -1.01077
H -3.47893 -6.94498 -1.07493
H -1.46723 -6.86203 -2.57088
H -0.14132 -4.82832 -2.52650
H -1.34425 -3.94016 -1.61422
H -1.72554 -4.34784 -3.27742
H -1.27777 -7.13472 -0.40545
C -5.15981 -0.01582 -1.54949
C -3.90397 -0.66905 -0.96285
C -3.80311 -2.25299 -1.19664
O -2.83092 -0.03471 -1.65747
H -5.12437 0.00945 -2.63862
H -5.39023 1.00018 -1.22894
H -6.11130 -0.49290 -1.31462
H -3.71721 -0.43092 0.08430
H -2.92090 -2.60260 -0.66036
H -3.59743 -2.54454 -2.22659
H -4.67490 -2.82116 -0.87221
H -2.02895 -0.37810 -1.25682
C 1.03974 1.46772 -5.25778
C 0.54104 2.65073 -6.14112
C 0.82539 3.96301 -5.42962
O 1.20944 2.60499 -7.34783
H 0.75594 1.57575 -4.21093
H 2.12934 1.49506 -5.24596
H 0.65785 0.55427 -5.71370
H -0.53363 2.52926 -6.27681
H 0.12935 3.99273 -4.59133
H 0.67819 4.82500 -6.08032
H 1.81606 4.00934 -4.97737
H 2.12979 2.67942 -7.08513
C 1.85741 5.66092 0.40839
C 2.03340 4.37967 -0.42939
C 2.60494 4.64684 -1.81342
O 2.96768 3.53791 0.25143
H 2.75160 6.28188 0.35426
H 1.74236 5.50163 1.48054
H 0.94697 6.18551 0.11855
H 1.04226 3.93012 -0.48974
H 3.60557 5.05560 -1.67282
H 2.05777 5.36849 -2.41999
H 2.69595 3.75667 -2.43585
H 2.56197 3.33178 1.09672
C 2.92023 -1.74765 -3.97172
C 2.40419 -2.91195 -3.09282
C 3.43989 -3.99337 -2.92406
O 2.06911 -2.38256 -1.79935
H 2.46553 -0.78104 -3.75486
H 2.77826 -2.04903 -5.00956
H 3.99357 -1.66701 -3.79989
H 1.50302 -3.35570 -3.51600
H 2.96190 -4.95995 -2.76486
H 4.06148 -3.81634 -2.04635
H 4.07188 -4.05304 -3.81014
H 1.96819 -3.01705 -1.08602
C 0.72043 -5.49746 1.91931
C 1.36316 -4.39947 1.16806
C 2.88490 -4.44907 1.34737
O 1.15062 -4.60851 -0.23524
H 0.86908 -5.50771 2.99908
H 1.16969 -6.42011 1.55191
H -0.34891 -5.43756 1.71680
H 0.90329 -3.47994 1.53009
H 3.28466 -5.45387 1.21078
H 3.16015 -4.03024 2.31532
H 3.41028 -3.78264 0.66330
H 0.30364 -5.04719 -0.34385
C -3.80745 -4.07498 2.79070
C -2.45695 -3.58704 3.26784
C -1.75839 -2.67349 2.25697
O -2.73299 -2.92709 4.52656
H -3.70935 -4.53960 1.80958
H -4.52064 -3.25402 2.71662
H -4.15967 -4.82961 3.49397
H -1.86557 -4.47394 3.49538
H -2.51941 -2.00366 1.85663
H -1.33906 -3.22026 1.41239
H -1.02579 -2.07034 2.79326
H -3.35203 -3.51055 4.97149
C 1.03454 -0.33214 0.82841
C -0.05711 0.03901 -0.21517
C 0.41166 1.04240 -1.34691
O -0.42779 -1.17537 -0.89099
H 1.79539 -0.94174 0.34097
H 0.62502 -0.92231 1.64823
H 1.53287 0.56246 1.20186
H -0.91836 0.46374 0.30054
H 0.97529 1.83142 -0.84905
H -0.44116 1.53176 -1.81735
H 1.05154 0.54007 -2.07239
H 0.34134 -1.63424 -1.23665
C 0.99289 1.86098 4.23571
C 0.88036 3.29788 3.66107
C 0.88625 4.47657 4.64930
O 1.92470 3.47617 2.80164
H 0.98741 1.24258 3.33813
H 0.16065 1.60703 4.89222
H 1.92461 1.70940 4.78070
H -0.07479 3.37693 3.14189
H 1.79203 4.51680 5.25432
H 0.11366 4.33168 5.40441
H 0.61647 5.41453 4.16396
H 2.64014 3.83877 3.32915
C -1.69078 5.37447 0.97168
C -2.24458 4.61408 -0.25267
C -2.76974 3.22978 0.13796
O -3.34481 5.41702 -0.66678
H -1.35829 6.39407 0.77686
H -0.84358 4.78925 1.32928
H -2.43656 5.47044 1.76080
H -1.52416 4.61591 -1.07065
H -3.38796 2.76825 -0.63204
H -3.38864 3.25689 1.03480
H -1.98494 2.51146 0.37503
H -4.07911 5.14260 -0.11261
C 3.90761 -0.86467 3.42556
C 5.11345 -0.00232 3.87970
C 4.85734 0.58161 5.28644
O 6.23480 -0.84099 3.92503
H 3.80959 -1.76379 4.03391
H 3.92410 -1.15469 2.37499
H 3.00631 -0.27304 3.58600
H 5.33820 0.79906 3.17587
H 4.00634 1.26271 5.28827
H 5.76138 1.11478 5.58060
H 4.79802 -0.17703 6.06686
H 6.42819 -1.07822 3.01512
C -3.27336 0.57627 5.39383
C -3.35220 0.71654 3.91107
C -2.05084 1.01999 3.23530
O -3.74465 -0.49092 3.40273
H -4.13342 0.07866 5.84192
H -3.32049 1.54019 5.90054
H -2.37648 0.03774 5.69992
H -4.09910 1.48145 3.69856
H -1.20868 0.34642 3.39391
H -1.78483 2.01697 3.58655
H -2.21586 1.12961 2.16346
H -3.30215 -1.18722 3.89360
C -4.40264 4.89584 -5.41308
C -3.49574 3.72719 -5.02397
C -3.11225 3.64258 -3.52573
O -4.14634 2.50845 -5.30057
H -4.58541 4.81543 -6.48464
H -3.96305 5.89096 -5.34527
H -5.35256 4.79903 -4.88737
H -2.60516 3.72781 -5.65243
H -4.04252 3.42496 -3.00100
H -2.72910 4.56514 -3.08964
H -2.34799 2.91198 -3.26075
H -3.56122 1.77307 -5.10448
C -2.34011 -0.57197 -6.37561
C -2.64964 -0.84505 -4.85544
C -1.49257 -1.49665 -4.15929
O -2.86507 0.38526 -4.21638
H -1.46546 0.05062 -6.56392
H -3.16726 -0.14561 -6.94318
H -2.18262 -1.54189 -6.84738
H -3.54597 -1.43841 -4.67486
H -1.28385 -2.47280 -4.59710
H -1.72706 -1.73280 -3.12134
H -0.58526 -0.91412 -4.31912
H -2.85893 0.32293 -3.25842
C 1.08915 -2.95401 4.97050
C 0.78397 -2.63131 6.35572
C 1.79657 -1.77995 7.09459
O -0.42658 -1.93908 6.29409
H 0.41521 -3.68106 4.51740
H 2.13993 -3.24245 4.94268
H 0.88502 -2.16514 4.24653
H 0.64260 -3.52974 6.95650
H 2.75351 -2.29409 7.18415
H 1.50852 -1.50613 8.10955
H 2.07801 -0.91854 6.48889
H -1.01697 -2.24895 5.60343
```

***

Entry 6:
Below is an isolated molecule of C4H8N2O2, with properties calculated with ωB97M-V/def2-TZVPD.

Values from the calculation:
molecular weight = 116.12 u
2S+1 = 1
total charge = 0
relative energy (zero: lowest compared OMol25 entry of this formula, charge and spin) = 2.652 eV
orbital gap = 10.070 eV
electronic energy = -417.1585 Eh
SMILES = N[C@@H]1C[C@@]1(N)C(=O)O
HOMO = -9.285 eV

```
16
C4H8N2O2 (ωB97M-V/def2-TZVPD)
C -1.96520 0.22915 -0.11718
C 0.54467 0.63890 1.20673
C 0.67431 0.88365 -0.25679
C -0.29651 -0.11480 0.20980
N -0.11978 -1.54287 -0.02899
N 1.79835 0.37153 -0.92317
O -2.60646 -0.89124 -0.29019
O -2.38864 1.33854 0.01565
H 1.39706 0.02345 1.49197
H 0.01951 1.18278 2.00911
H 0.02352 1.82429 -0.58732
H -1.90050 -1.57780 -0.35085
H -0.21891 -2.04820 0.81121
H 2.64099 0.83638 -0.72312
H 1.66789 0.34833 -1.95555
H 0.72972 -1.50209 -0.51128
```

***

Question: Which formula does entry 2 have?
Answer: C44H58N8O9